[1]
{
  "formula": "C14H16FI3O2",
  "method": "ωB97M-V with the def2-TZVPD basis set",
  "e_homo_ev": -8.879,
  "homo_lumo_gap_ev": 7.1,
  "charge": 0,
  "symbols": ["C", "C", "I", "C", "C", "C", "C", "C", "F", "C", "O", "C", "C", "C", "I", "C", "C", "I", "C", "O", "H", "H", "H", "H", "H", "H", "H", "H", "H", "H", "H", "H", "H", "H", "H", "H"],
  "coordinates": [[0.276, -2.780, 1.609], [-0.585, -3.089, 0.305], [0.432, -4.677, -0.793], [-0.763, -1.797, -0.668], [-0.527, -0.422, 0.089], [-1.541, 0.129, 0.878], [-2.970, -0.493, 1.141], [-3.918, -0.572, -0.137], [-2.852, -1.763, 1.827], [-1.199, 1.526, 1.572], [-1.820, 1.979, 2.544], [-0.034, 2.369, 0.928], [0.996, 1.809, 0.126], [2.046, 2.826, -0.475], [2.904, 3.913, 1.258], [3.280, 2.200, -1.264], [2.887, 1.337, -2.555], [4.747, 1.167, 0.032], [0.916, 0.257, -0.085], [1.845, -0.518, -0.333], [-0.251, -2.105, 2.358], [0.453, -3.773, 2.157], [1.311, -2.413, 1.314], [-1.579, -3.508, 0.647], [-1.816, -1.898, -1.096], [-0.059, -1.963, -1.544], [-3.485, 0.199, 1.891], [-4.887, 0.007, 0.056], [-4.221, -1.645, -0.390], [-3.388, -0.053, -0.996], [-0.048, 3.488, 1.124], [1.530, 3.606, -1.112], [3.878, 3.090, -1.667], [2.841, 2.085, -3.426], [3.733, 0.627, -2.810], [1.867, 0.854, -2.509]]
}

***

[2]
{
  "formula": "C3H8O5P",
  "method": "ωB97M-V with the def2-TZVPD basis set",
  "e_homo_ev": -5.848,
  "homo_lumo_gap_ev": 9.5,
  "charge": -1,
  "e_above_lowest_kcal_mol": 0.0,
  "symbols": ["C", "C", "C", "O", "O", "O", "O", "O", "P", "H", "H", "H", "H", "H", "H", "H", "H"],
  "coordinates": [[-2.805, 1.797, -2.309], [2.502, -2.503, 1.615], [-1.529, 1.513, -1.349], [-0.285, -0.082, 1.245], [2.066, 0.144, 2.298], [-0.491, 2.037, -1.706], [-1.913, 0.819, -0.271], [1.349, -1.972, 1.078], [1.202, -0.332, 1.160], [-3.637, 1.114, -2.073], [-3.137, 2.882, -1.865], [-2.462, 2.028, -3.329], [3.343, -2.148, 0.914], [2.258, -3.568, 1.742], [2.731, -2.215, 2.642], [1.856, -0.048, -0.057], [-1.047, 0.534, 0.266]]
}

***

[3]
{
  "formula": "C34H69N2O18S2",
  "method": "ωB97M-V with the def2-TZVPD basis set",
  "e_homo_ev": -5.778,
  "homo_lumo_gap_ev": 7.2,
  "charge": -1,
  "symbols": ["C", "C", "C", "C", "O", "S", "O", "O", "N", "S", "O", "O", "C", "C", "N", "C", "C", "C", "C", "O", "H", "H", "H", "H", "H", "H", "H", "H", "H", "H", "H", "H", "H", "H", "H", "H", "H", "H", "H", "H", "H", "O", "C", "O", "C", "C", "C", "H", "H", "H", "H", "H", "H", "H", "H", "O", "C", "O", "C", "C", "C", "H", "H", "H", "H", "H", "H", "H", "H", "O", "C", "O", "C", "C", "C", "H", "H", "H", "H", "H", "H", "H", "H", "O", "C", "O", "C", "C", "C", "H", "H", "H", "H", "H", "H", "H", "H", "O", "C", "O", "C", "C", "C", "H", "H", "H", "H", "H", "H", "H", "H", "O", "C", "O", "C", "C", "C", "H", "H", "H", "H", "H", "H", "H", "H"],
  "coordinates": [[3.373, -3.649, 3.513], [3.055, -3.010, 2.081], [2.568, -1.488, 2.112], [1.722, -1.087, 3.405], [1.158, 0.259, 3.245], [0.484, 0.809, 4.673], [0.619, -0.180, 5.825], [1.294, 2.037, 5.103], [-1.128, 1.297, 4.408], [-2.198, -0.035, 4.401], [-1.545, -1.385, 4.221], [-3.116, 0.017, 5.614], [-3.353, 0.167, 2.933], [-4.050, -1.221, 2.524], [-5.196, -1.603, 3.432], [-5.199, -3.097, 3.452], [-6.531, -3.756, 4.065], [-6.446, -1.048, 2.885], [-7.085, -1.468, 1.461], [-7.093, -0.205, 3.565], [4.428, -3.343, 3.866], [2.578, -3.479, 4.303], [3.429, -4.793, 3.365], [4.053, -3.019, 1.497], [2.362, -3.698, 1.470], [1.862, -1.353, 1.197], [3.419, -0.743, 1.973], [0.844, -1.802, 3.519], [2.436, -1.129, 4.303], [-2.748, 0.502, 2.010], [-4.137, 0.965, 3.177], [-4.391, -1.083, 1.428], [-3.334, -2.106, 2.515], [-5.010, -3.543, 2.401], [-4.306, -3.446, 4.092], [-6.182, -4.506, 4.865], [-7.060, -4.304, 3.201], [-7.216, -3.019, 4.600], [-8.103, -0.951, 1.393], [-6.444, -1.043, 0.608], [-7.193, -2.605, 1.389], [0.705, -4.734, 3.414], [-0.350, -5.276, 3.635], [-0.686, -6.402, 2.971], [-1.820, -7.218, 3.292], [-3.072, -6.699, 2.614], [-1.346, -4.658, 4.578], [-1.938, -7.319, 4.373], [-1.593, -8.216, 2.912], [-3.328, -5.694, 2.957], [-3.920, -7.359, 2.815], [-2.923, -6.637, 1.533], [-1.932, -3.910, 4.041], [-0.799, -4.172, 5.386], [-2.012, -5.381, 5.049], [0.830, -1.890, -0.825], [0.769, -1.120, -1.758], [1.556, -0.030, -1.784], [1.696, 0.838, -2.919], [0.603, 1.887, -2.939], [-0.243, -1.312, -2.852], [1.745, 0.265, -3.848], [2.665, 1.330, -2.809], [-0.385, 1.437, -3.035], [0.750, 2.579, -3.771], [0.604, 2.455, -2.004], [-1.196, -0.880, -2.540], [-0.370, -2.382, -3.019], [0.059, -0.887, -3.807], [1.690, -1.916, -5.138], [2.803, -2.351, -4.951], [3.769, -2.153, -5.868], [5.155, -2.459, -5.661], [5.445, -3.911, -5.983], [3.106, -3.197, -3.744], [5.472, -2.180, -4.654], [5.713, -1.820, -6.349], [4.895, -4.586, -5.325], [6.512, -4.121, -5.880], [5.137, -4.144, -7.005], [2.824, -4.231, -3.952], [2.517, -2.825, -2.905], [4.148, -3.156, -3.428], [-1.888, 1.794, -4.907], [-2.072, 2.924, -5.295], [-1.344, 3.936, -4.796], [-1.350, 5.274, -5.318], [-2.487, 6.082, -4.725], [-3.176, 3.232, -6.270], [-1.362, 5.270, -6.409], [-0.402, 5.721, -5.023], [-3.461, 5.661, -4.986], [-2.451, 7.115, -5.081], [-2.425, 6.084, -3.634], [-4.113, 3.353, -5.723], [-3.269, 2.394, -6.961], [-2.990, 4.114, -6.881], [6.121, 1.710, 9.456], [4.940, 1.472, 9.328], [4.277, 1.905, 8.246], [2.930, 1.516, 7.911], [1.920, 2.395, 8.618], [4.174, 0.772, 10.418], [2.770, 0.453, 8.102], [2.829, 1.654, 6.833], [1.992, 2.298, 9.704], [0.904, 2.132, 8.313], [2.097, 3.447, 8.381], [3.863, 1.505, 11.165], [4.833, 0.039, 10.885], [3.306, 0.220, 10.060], [1.039, 5.742, -6.773], [1.421, 6.500, -7.633], [1.277, 7.829, -7.474], [1.861, 8.815, -8.337], [0.975, 9.080, -9.538], [1.976, 5.977, -8.929], [2.879, 8.538, -8.619], [1.943, 9.728, -7.744], [0.855, 8.186, -10.154], [1.397, 9.874, -10.159], [-0.025, 9.379, -9.215], [1.151, 5.752, -9.608], [2.530, 5.061, -8.722], [2.677, 6.655, -9.414]]
}

***

Repeat the first record exactly.
{
  "formula": "C14H16FI3O2",
  "method": "ωB97M-V with the def2-TZVPD basis set",
  "e_homo_ev": -8.879,
  "homo_lumo_gap_ev": 7.1,
  "charge": 0,
  "symbols": ["C", "C", "I", "C", "C", "C", "C", "C", "F", "C", "O", "C", "C", "C", "I", "C", "C", "I", "C", "O", "H", "H", "H", "H", "H", "H", "H", "H", "H", "H", "H", "H", "H", "H", "H", "H"],
  "coordinates": [[0.276, -2.780, 1.609], [-0.585, -3.089, 0.305], [0.432, -4.677, -0.793], [-0.763, -1.797, -0.668], [-0.527, -0.422, 0.089], [-1.541, 0.129, 0.878], [-2.970, -0.493, 1.141], [-3.918, -0.572, -0.137], [-2.852, -1.763, 1.827], [-1.199, 1.526, 1.572], [-1.820, 1.979, 2.544], [-0.034, 2.369, 0.928], [0.996, 1.809, 0.126], [2.046, 2.826, -0.475], [2.904, 3.913, 1.258], [3.280, 2.200, -1.264], [2.887, 1.337, -2.555], [4.747, 1.167, 0.032], [0.916, 0.257, -0.085], [1.845, -0.518, -0.333], [-0.251, -2.105, 2.358], [0.453, -3.773, 2.157], [1.311, -2.413, 1.314], [-1.579, -3.508, 0.647], [-1.816, -1.898, -1.096], [-0.059, -1.963, -1.544], [-3.485, 0.199, 1.891], [-4.887, 0.007, 0.056], [-4.221, -1.645, -0.390], [-3.388, -0.053, -0.996], [-0.048, 3.488, 1.124], [1.530, 3.606, -1.112], [3.878, 3.090, -1.667], [2.841, 2.085, -3.426], [3.733, 0.627, -2.810], [1.867, 0.854, -2.509]]
}